(1)
Computed, not measured: a structure of composition C53H38BaBrF9N5O3S3Sb, with ωB97M-V/def2-TZVPD.

Last column: Löwdin charge in e.
Geometry (Å):
Ba (1.1190, 1.2077, -0.6782)  1.577
C (5.8166, 0.7087, 1.0274)  -0.043
C (5.1134, 1.6447, 0.0953)  -0.297
N (4.1003, 2.3721, 0.4618)  -0.020
N (3.7724, 2.5227, 1.7375)  -0.105
C (2.6255, 3.1653, 2.0211)  -1.216
S (1.4926, 3.9221, 1.0287)  0.339
S (2.2311, 3.3887, 3.7427)  0.827
C (3.6415, 2.7611, 4.6851)  -0.455
C (3.5519, 1.2884, 5.0780)  -0.252
C (2.5758, 0.4101, 4.5824)  -0.041
C (2.6559, -0.9618, 4.9193)  -0.090
C (3.6974, -1.4906, 5.6556)  -0.120
C (4.6593, -0.6379, 6.1868)  -0.115
C (4.6030, 0.7207, 5.8748)  -0.056
C (5.6464, 1.7536, -1.2544)  -0.136
C (6.9753, 1.5153, -1.5696)  -0.096
C (7.4055, 1.4144, -2.8847)  -0.166
C (6.5584, 1.6338, -3.9849)  -0.128
C (5.2705, 2.0737, -3.7130)  -0.050
C (4.7601, 2.0253, -2.3717)  -0.412
O (3.4941, 2.2090, -2.3845)  -0.214
H (5.2269, 0.5520, 1.9347)  0.059
H (6.7695, 1.1601, 1.2669)  0.067
H (6.0432, -0.2079, 0.4826)  0.077
H (3.6092, 3.3860, 5.5845)  0.062
H (4.5787, 2.9660, 4.1630)  0.076
H (1.8006, 0.7769, 3.9262)  0.046
H (1.9168, -1.6500, 4.5579)  0.073
H (3.7246, -2.5278, 5.9202)  0.087
H (5.4679, -1.0510, 6.7906)  0.092
H (5.4092, 1.3601, 6.2701)  0.106
H (7.7299, 1.3809, -0.8297)  0.085
H (8.4321, 1.0541, -3.0378)  0.073
H (6.9361, 1.4798, -4.9868)  0.077
H (4.5471, 2.3194, -4.4779)  0.094
Br (-9.2818, 1.4560, -0.3455)  0.605
C (-8.3793, 2.3884, -1.7673)  -0.716
C (-7.3048, 3.2368, -1.4497)  -0.173
C (-6.4844, 3.7375, -2.4186)  -0.056
C (-6.7143, 3.4299, -3.7967)  -0.309
C (-7.9527, 2.7802, -4.0971)  -0.066
C (-8.7277, 2.1890, -3.1028)  -0.167
N (-5.7305, 3.3763, -4.7297)  -0.029
N (-4.5585, 3.9317, -4.4392)  0.072
C (-3.5552, 3.0127, -4.2304)  -0.238
C (-3.6376, 1.6049, -4.4210)  0.026
C (-2.7600, 0.7987, -3.7135)  0.016
C (-1.8704, 1.3718, -2.7451)  -0.344
O (-1.3733, 0.8237, -1.7262)  -0.156
C (-1.4873, 2.7712, -3.0345)  -0.151
N (-0.2429, 3.1765, -2.6513)  0.077
C (0.0877, 4.4559, -2.9165)  -0.120
C (-0.7003, 5.3614, -3.6219)  -0.044
C (-1.9528, 4.9211, -4.0541)  0.001
C (-2.3264, 3.6026, -3.7760)  -0.124
H (-7.0651, 3.3389, -0.3932)  0.091
H (-5.5776, 4.2780, -2.1297)  0.100
H (-8.2071, 2.7032, -5.1434)  0.087
H (-9.6171, 1.5941, -3.3351)  0.091
H (-4.4877, 1.2231, -4.9491)  0.104
H (-2.7869, -0.2840, -3.7610)  0.107
H (1.0901, 4.7064, -2.5748)  0.113
H (-0.3523, 6.3876, -3.7658)  0.104
H (-2.6551, 5.5536, -4.5735)  0.102
S (-0.7655, 0.5236, 2.1364)  -0.071
Sb (-1.1429, -1.7573, 1.4086)  1.361
C (-3.0107, -1.4773, 0.3388)  -0.368
C (-3.2580, -2.5059, -0.5155)  -0.157
C (-4.5169, -2.6065, -1.0979)  -0.087
C (-5.5077, -1.6807, -0.8189)  -0.071
C (-5.2400, -0.6528, 0.1083)  -0.035
C (-3.9445, -0.5302, 0.6710)  -0.088
C (-2.1419, -2.3919, 3.2007)  -0.374
C (-3.2895, -3.1718, 3.1351)  -0.114
C (-3.7844, -3.7157, 4.3216)  -0.104
C (-3.1075, -3.6000, 5.5296)  -0.101
C (-1.9612, -2.8008, 5.5497)  -0.087
C (-1.5030, -2.1727, 4.3968)  -0.146
C (0.5882, -3.1521, 1.7751)  -0.294
C (0.3569, -4.4945, 1.8232)  -0.141
C (1.4188, -5.3776, 2.0501)  -0.078
C (2.7063, -4.8983, 2.3313)  -0.077
C (2.9289, -3.5205, 2.2977)  -0.067
C (1.8564, -2.6507, 2.0528)  -0.117
H (-2.4888, -3.2121, -0.7914)  0.082
H (-4.7165, -3.4385, -1.7810)  0.106
H (-6.4613, -1.7300, -1.2731)  0.089
H (-6.0016, 0.0615, 0.3743)  0.091
H (-3.6973, 0.2761, 1.3289)  0.082
H (-3.8054, -3.3602, 2.2253)  0.082
H (-4.7002, -4.3179, 4.2878)  0.099
H (-3.4910, -4.0523, 6.4507)  0.098
H (-1.4317, -2.6273, 6.4918)  0.103
H (-0.7097, -1.4277, 4.4286)  0.072
H (-0.6084, -4.9185, 1.6041)  0.100
H (1.1672, -6.4165, 2.0785)  0.090
H (3.4819, -5.5812, 2.6138)  0.091
H (3.9685, -3.1695, 2.4723)  0.123
H (2.0187, -1.5720, 1.9883)  0.102
F (1.9491, -4.4588, -1.3817)  0.135
C (0.9948, -3.7442, -2.0350)  -0.464
F (0.8965, -4.3175, -3.2761)  0.122
F (-0.2042, -3.9109, -1.4165)  0.111
C (1.3516, -2.1818, -2.0725)  -0.382
O (0.9534, -1.4531, -1.0509)  -0.332
C (2.9198, -2.1463, -2.2261)  -0.501
F (3.3396, -3.1327, -3.1256)  0.097
F (3.3197, -0.9603, -2.7286)  0.157
F (3.5413, -2.3430, -1.0685)  0.168
C (0.7500, -1.5938, -3.4303)  -0.467
F (-0.5472, -1.9656, -3.5891)  0.134
F (0.7781, -0.2244, -3.3997)  0.085
F (1.4045, -2.0207, -4.5502)  0.133

Atoms 1-2, force components in eV/Å:
0.8 0.8 -0.4
0.0 0.1 0.1

Summary:
total charge = -2
relative energy (zero: lowest compared OMol25 entry of this formula, charge and spin) = 39.4 kJ/mol
2S+1 = 1
E_tot = -7475.1429 Ha
HOMO-LUMO gap = 4.321 eV

---

(2)
Computed, not measured: a structure of composition C53H42AsIrN5O2S, with ωB97M-V/def2-TZVPD.

Last column: Löwdin charge in e.
Geometry (Å):
Ir (0.1137, 0.3932, 0.2023)  1.157
C (-0.6645, 1.5342, -3.9782)  0.008
O (-1.9015, 1.1014, -3.3055)  0.060
C (-1.5545, 0.8695, -2.0638)  -0.362
N (-0.3055, 0.9583, -1.7494)  -0.002
C (0.4652, 1.1509, -3.0026)  -0.225
C (1.5699, 2.1662, -2.9008)  -0.224
C (2.8150, 1.8790, -3.4442)  -0.042
C (3.8338, 2.8182, -3.3854)  -0.054
C (3.6146, 4.0412, -2.7684)  -0.056
C (2.3728, 4.3298, -2.2194)  -0.054
C (1.3513, 3.3959, -2.2923)  -0.044
C (-2.5315, 0.4358, -1.0485)  -0.180
C (-3.8928, 0.2230, -1.1747)  0.062
C (-4.5895, -0.2092, -0.0496)  0.023
C (-3.9386, -0.3903, 1.1689)  0.064
C (-2.5766, -0.1599, 1.2121)  -0.174
N (-1.9181, 0.2148, 0.1155)  -0.048
C (-1.6565, -0.1997, 2.3638)  -0.345
N (-0.3854, -0.0521, 2.1963)  0.020
C (0.2179, 0.1335, 3.5464)  -0.203
C (-0.9416, -0.3128, 4.4584)  0.004
O (-2.1223, -0.3081, 3.5832)  0.076
C (1.4947, -0.6193, 3.8149)  -0.205
C (2.5064, 0.0144, 4.5270)  -0.037
C (3.6576, -0.6765, 4.8738)  -0.050
C (3.8042, -2.0066, 4.5074)  -0.054
C (2.7976, -2.6437, 3.7955)  -0.062
C (1.6476, -1.9512, 3.4488)  -0.034
H (-0.7375, 2.6120, -4.1177)  0.140
H (-0.6146, 1.0270, -4.9358)  0.138
H (0.8932, 0.1768, -3.2519)  0.121
H (2.9907, 0.9139, -3.9057)  0.118
H (4.8005, 2.5936, -3.8152)  0.114
H (4.4122, 4.7697, -2.7153)  0.114
H (2.1987, 5.2821, -1.7364)  0.113
H (0.3826, 3.6302, -1.8663)  0.088
H (-4.3897, 0.4048, -2.1173)  0.145
H (-5.6543, -0.3849, -0.1172)  0.134
H (-4.4720, -0.6962, 2.0581)  0.144
H (0.4137, 1.2025, 3.6505)  0.149
H (-1.1432, 0.3648, 5.2815)  0.146
H (-0.8143, -1.3300, 4.8254)  0.142
H (2.3921, 1.0539, 4.8122)  0.121
H (4.4368, -0.1782, 5.4345)  0.115
H (4.6994, -2.5480, 4.7823)  0.115
H (2.9058, -3.6810, 3.5119)  0.106
H (0.8731, -2.4621, 2.8908)  0.095
C (-5.2383, 3.7880, -0.9184)  -0.060
C (-4.1389, 3.9086, -1.7586)  -0.053
C (-2.8653, 3.6444, -1.2775)  -0.034
C (-2.7059, 3.2343, 0.0414)  -0.264
C (-3.7990, 3.1162, 0.8899)  -0.032
C (-5.0647, 3.4112, 0.4086)  -0.062
N (-1.4171, 2.8705, 0.5494)  0.065
N (-0.5643, 3.7593, 0.5049)  0.112
C (0.7066, 3.3858, 0.9830)  -0.293
C (1.4513, 4.4563, 1.4716)  -0.017
C (2.6488, 4.2353, 2.1237)  -0.052
C (3.0834, 2.9282, 2.2688)  -0.052
C (2.3636, 1.8708, 1.7190)  -0.191
C (1.1684, 2.0566, 1.0329)  -0.252
H (-6.2290, 4.0101, -1.2910)  0.115
H (-4.2718, 4.2307, -2.7828)  0.117
H (-1.9944, 3.7691, -1.9084)  0.105
H (-3.6465, 2.8325, 1.9252)  0.119
H (-5.9191, 3.3562, 1.0704)  0.116
H (1.0443, 5.4518, 1.3515)  0.122
H (3.2233, 5.0613, 2.5185)  0.116
H (4.0088, 2.7159, 2.7892)  0.117
H (2.7804, 0.8800, 1.8184)  0.057
S (2.3496, -0.1232, -0.4906)  0.742
C (2.6924, -1.7629, 0.0989)  -0.636
C (3.9852, -2.1421, 0.4366)  -0.082
C (4.2423, -3.4691, 0.7647)  -0.055
C (3.2276, -4.4187, 0.7771)  -0.069
C (1.9288, -4.0466, 0.4496)  -0.074
C (1.6842, -2.7266, 0.1128)  -0.431
As (0.0261, -2.0215, -0.4871)  1.296
C (-1.3817, -3.1981, 0.1207)  -0.339
C (-1.7446, -3.2499, 1.4658)  -0.117
C (-2.7218, -4.1342, 1.8966)  -0.054
C (-3.3474, -4.9754, 0.9864)  -0.049
C (-2.9818, -4.9388, -0.3507)  -0.048
C (-2.0023, -4.0561, -0.7861)  -0.085
C (0.0555, -2.2184, -2.4022)  -0.363
C (-1.0867, -1.9856, -3.1647)  -0.134
C (-1.0164, -2.0271, -4.5493)  -0.060
C (0.1933, -2.3055, -5.1733)  -0.051
C (1.3298, -2.5479, -4.4143)  -0.048
C (1.2659, -2.5039, -3.0281)  -0.086
H (4.7835, -1.4111, 0.4356)  0.116
H (5.2510, -3.7618, 1.0250)  0.120
H (3.4462, -5.4447, 1.0404)  0.117
H (1.1270, -4.7760, 0.4519)  0.116
H (-1.2452, -2.6295, 2.1956)  0.077
H (-2.9847, -4.1748, 2.9456)  0.117
H (-4.1082, -5.6672, 1.3217)  0.118
H (-3.4506, -5.6070, -1.0604)  0.118
H (-1.7189, -4.0572, -1.8299)  0.097
H (-2.0425, -1.8010, -2.6851)  0.104
H (-1.9075, -1.8584, -5.1398)  0.120
H (0.2459, -2.3488, -6.2530)  0.118
H (2.2683, -2.7775, -4.9008)  0.119
H (2.1562, -2.6872, -2.4395)  0.106

Atoms 1-2, force components in eV/Å:
0.0 0.2 0.1
0.0 0.0 0.0

Summary:
total charge = +2
expectation value of S² = 0.758
relative energy (zero: lowest compared OMol25 entry of this formula, charge and spin) = 0.0 kJ/mol
2S+1 = 2
E_tot = -5206.9373 Ha
HOMO-LUMO gap (spin up / spin down) = 6.511 / 5.081 eV

---

Number 2 is which compound? C53H42AsIrN5O2S